Computed, not measured: a molecular structure, C45H41AsO11STi in a non-equilibrium geometry, with ωB97M-V with the def2-TZVPD basis set.

Geometry as XYZ:
```
100
Properties=species:S:1:pos:R:3:forces:R:3
Ti -0.010 0.017 -0.452 0.6 -0.3 -0.7
C 1.063 -5.404 -3.381 0.0 -0.2 0.1
C 1.199 -4.062 -4.069 -0.1 0.2 0.2
C 1.573 -4.190 -5.522 0.0 0.0 -0.3
O 2.171 -3.271 -3.421 -0.1 0.0 -0.1
C 1.506 -2.564 -2.381 0.0 0.0 -0.1
C 0.088 -2.331 -2.954 0.1 -0.1 0.1
O -0.023 -3.321 -3.974 0.2 -0.1 0.0
C -1.120 -2.420 -1.983 0.1 0.3 -0.1
O -1.105 -1.237 -1.216 -0.2 -0.3 0.3
C -2.455 -2.345 -2.741 0.1 0.0 0.0
C -3.631 -2.567 -2.024 0.0 0.0 0.0
C -4.871 -2.403 -2.618 0.0 0.0 -0.1
C -4.959 -2.012 -3.950 0.1 0.0 0.0
C -3.795 -1.773 -4.667 0.0 0.0 0.1
C -2.551 -1.931 -4.063 0.0 0.0 -0.1
C -1.032 -3.667 -1.116 -0.2 -0.2 -0.1
C -1.568 -4.872 -1.570 0.0 0.0 0.0
C -1.470 -6.025 -0.805 0.0 0.0 0.1
C -0.844 -5.986 0.436 0.0 0.0 0.0
C -0.305 -4.791 0.893 0.0 -0.1 0.0
C -0.387 -3.646 0.114 0.1 0.1 0.1
C 2.312 -1.319 -1.960 0.0 0.0 0.2
O 1.537 -0.765 -0.927 0.7 -0.1 -0.3
C 3.654 -1.776 -1.352 0.1 0.1 -0.1
C 4.647 -2.360 -2.143 0.0 0.1 0.0
C 5.866 -2.724 -1.588 0.0 0.0 0.0
C 6.121 -2.502 -0.239 0.0 0.0 0.0
C 5.143 -1.918 0.550 -0.1 0.0 -0.1
C 3.915 -1.557 -0.003 0.1 -0.2 0.0
C 2.592 -0.283 -3.066 0.0 -0.2 0.0
C 2.222 -0.439 -4.400 0.0 0.1 0.0
C 2.546 0.532 -5.346 0.0 0.0 0.1
C 3.244 1.671 -4.974 0.0 0.0 0.0
C 3.618 1.833 -3.646 0.0 0.0 0.0
C 3.299 0.861 -2.712 0.0 0.0 0.1
H 1.967 -5.994 -3.552 -0.1 0.0 0.0
H 0.199 -5.941 -3.780 0.1 0.0 0.0
H 0.920 -5.279 -2.306 0.0 0.0 -0.1
H 2.555 -4.661 -5.612 -0.1 0.0 0.0
H 1.605 -3.204 -5.989 0.0 -0.1 0.0
H 0.832 -4.803 -6.040 0.1 0.0 0.0
H 1.451 -3.191 -1.492 0.0 0.0 0.1
H 0.040 -1.336 -3.388 -0.1 0.2 -0.2
H -3.576 -2.864 -0.980 0.0 0.0 -0.1
H -5.769 -2.580 -2.038 0.0 0.0 0.0
H -5.927 -1.882 -4.419 0.0 0.0 0.0
H -3.848 -1.459 -5.702 0.0 0.0 0.0
H -1.658 -1.734 -4.646 -0.1 -0.1 0.1
H -2.062 -4.912 -2.533 0.0 0.0 0.0
H -1.891 -6.951 -1.176 0.0 0.0 0.0
H -0.787 -6.880 1.047 0.0 0.0 0.0
H 0.164 -4.732 1.868 0.0 0.0 0.0
H 0.051 -2.725 0.485 -0.1 -0.1 -0.1
H 4.466 -2.519 -3.199 0.0 0.0 0.1
H 6.626 -3.176 -2.217 0.0 0.0 0.0
H 7.077 -2.781 0.191 0.0 0.0 0.0
H 5.329 -1.736 1.602 0.0 0.0 0.0
H 3.150 -1.109 0.614 0.0 0.0 0.0
H 1.686 -1.317 -4.724 0.0 0.0 0.0
H 2.242 0.391 -6.378 0.0 0.0 0.0
H 3.494 2.427 -5.708 0.0 0.0 0.0
H 4.140 2.727 -3.331 0.0 0.0 0.0
H 3.606 0.991 -1.680 0.0 0.0 0.0
O -2.638 -1.585 1.311 0.2 0.1 0.0
As -1.311 -1.009 2.308 0.4 -0.4 -0.1
O -1.100 -2.053 3.536 0.1 0.1 -0.1
O 0.073 -0.753 1.301 -1.1 -0.5 0.9
C -1.926 0.674 3.042 0.3 0.6 -0.3
C -2.490 0.562 4.300 0.0 0.2 0.0
C -2.931 1.700 4.965 -0.1 0.1 0.1
C -2.795 2.955 4.390 0.0 0.0 0.1
C -2.223 3.091 3.132 0.0 -0.2 0.0
C -1.792 1.954 2.468 -0.2 -0.3 0.3
S -1.137 2.124 0.842 0.0 -0.3 0.1
O -1.794 0.989 0.116 -0.1 0.6 0.3
O -1.444 3.429 0.353 -0.1 0.2 0.1
O 0.298 1.769 0.915 -0.4 0.4 -0.2
H -2.456 -1.422 0.371 0.1 0.2 -0.1
H -2.564 -0.419 4.747 0.0 0.0 0.1
H -3.381 1.605 5.946 0.0 0.0 0.0
H -3.136 3.836 4.923 0.0 0.0 0.0
H -2.117 4.057 2.654 0.0 -0.1 0.0
C -0.930 2.595 -3.478 0.0 0.1 -0.2
C 0.115 2.458 -2.420 -0.2 -0.6 0.2
O 0.093 1.304 -1.772 0.4 0.7 -0.4
C 1.067 3.470 -2.146 0.0 0.1 0.0
C 1.986 3.401 -1.074 0.1 -0.1 0.1
C 2.909 4.405 -0.856 -0.1 -0.1 -0.1
C 2.967 5.520 -1.695 -0.1 -0.1 0.0
C 2.066 5.608 -2.754 -0.1 -0.1 0.0
C 1.130 4.609 -2.975 0.2 0.3 0.0
H -1.589 1.732 -3.438 0.0 -0.1 0.0
H -0.490 2.648 -4.482 0.0 0.0 0.0
H -1.531 3.498 -3.329 0.0 0.0 0.0
H 1.949 2.553 -0.405 0.0 0.1 -0.1
H 3.595 4.322 -0.019 0.0 0.0 0.0
H 3.691 6.308 -1.519 0.0 0.0 0.0
H 2.091 6.467 -3.415 0.0 0.0 0.0
H 0.449 4.704 -3.810 0.0 0.0 0.0
```
Positions in Å, forces in eV/Å.

Results
- spin multiplicity = 2
- <S²> = 0.78
- net charge = -1
- HOMO-LUMO gap (spin up / spin down) (eV) = 5.87 / 8.99